# 1
This record from OMol25 describes a 7-piece molecular cluster, C5H27N2O6S overall in a non-equilibrium geometry. The level of theory is ωB97M-V/def2-TZVPD.

**LUMO**: -2.70 eV
**Kohn-Sham gap**: 8.59 eV
**Spin multiplicity**: 1
**ΔE to the lowest compared entry with this formula, charge and spin**: 237.8 kJ/mol
**HOMO**: -11.30 eV
**Electronic energy**: -31717.380 eV
**Charge**: +1

```
41
C5H27N2O6S, DFT ωB97M-V/def2-TZVPD
C -0.90 -1.52 1.61
N 0.04 -0.50 1.19
C -0.09 0.89 1.68
C -0.77 1.73 0.59
S 0.36 2.16 -0.76
C -1.72 -2.00 0.38
N -0.81 -2.02 -0.84
C -2.32 -3.36 0.64
H -1.63 -1.25 2.36
H -0.41 -2.40 2.04
H 0.98 -0.86 1.27
H 0.92 1.21 1.89
H -0.69 0.92 2.57
H -1.10 2.67 1.04
H -1.61 1.19 0.17
H 1.45 2.42 -0.02
H -2.40 -1.20 0.09
H -0.91 -1.13 -1.31
H 0.18 -2.16 -0.62
H -1.25 -2.63 -1.53
H -1.62 -4.09 1.03
H -3.05 -3.25 1.46
H -2.93 -3.72 -0.17
H -4.28 -0.88 -1.90
H -3.30 0.12 -2.43
O -3.33 -0.67 -1.85
H 3.14 -2.70 -0.40
H 4.14 -2.20 0.70
O 3.24 -2.49 0.53
H 1.35 2.85 3.19
H 2.77 3.32 3.63
O 1.84 3.29 3.89
H 4.04 2.52 0.17
H 3.93 1.27 0.94
O 3.47 2.12 0.84
H -2.95 2.57 -3.84
H -2.38 1.13 -4.21
O -2.74 1.69 -3.52
H 3.37 2.13 -4.15
H 4.42 2.64 -3.12
O 3.59 2.17 -3.21
```

Atomic partial charges in e from the Mulliken method, atoms 1 to 6: C -1.16; N -0.01; C -0.59; C -0.52; S -0.14; C 0.40



# 2
This record from OMol25 describes a 8-piece molecular cluster, C5H27N2O8 overall in a non-equilibrium geometry. The level of theory is ωB97M-V/def2-TZVPD.

**LUMO**: -2.54 eV
**Kohn-Sham gap**: 10.81 eV
**Spin multiplicity**: 1
**ΔE to the lowest compared entry with this formula, charge and spin**: 176.6 kJ/mol
**HOMO**: -13.34 eV
**Electronic energy**: -24977.850 eV
**Charge**: +1

```
42
C5H27N2O8, DFT ωB97M-V/def2-TZVPD
O -1.14 -1.25 2.43
C -1.33 -1.74 1.33
N -2.57 -2.24 1.00
C -2.74 -3.29 0.02
C -0.36 -1.54 0.15
N 0.84 -0.82 0.67
C 2.08 -1.21 -0.15
C -0.97 -0.73 -0.96
H -3.18 -2.29 1.80
H -3.61 -3.15 -0.63
H -2.78 -4.29 0.45
H -2.01 -3.26 -0.79
H -0.14 -2.55 -0.18
H 1.23 -1.07 1.62
H 0.70 0.19 0.55
H 2.91 -0.92 0.47
H 2.08 -0.62 -1.06
H 2.01 -2.21 -0.54
H -0.92 0.37 -0.92
H -0.53 -1.07 -1.90
H -2.05 -0.79 -1.15
H -1.27 3.22 -0.61
H 0.04 4.10 -0.76
O -0.33 3.21 -0.84
H 1.77 2.24 -1.65
H 0.53 1.88 -2.44
O 1.38 1.53 -2.16
H 1.86 -0.40 -3.30
H 2.00 -1.86 -3.86
O 2.44 -1.17 -3.38
H 0.78 2.35 2.77
H 0.55 3.01 1.30
O 0.75 2.23 1.82
H -2.89 2.06 0.42
H -3.75 2.51 -0.73
O -3.01 2.79 -0.18
H 2.96 3.88 -0.26
H 2.60 3.14 1.02
O 2.57 3.06 0.07
H 1.40 -0.39 3.76
H 0.64 -1.70 3.47
O 1.46 -1.22 3.32
```

Atomic partial charges in e from the Mulliken method, atoms 1 to 6: O -0.68; C 0.15; N -0.14; C -0.89; C 0.06; N 0.29



# 3
This record from OMol25 describes a 8-piece molecular cluster, C5H28N2O8 overall in a non-equilibrium geometry. The level of theory is ωB97M-V/def2-TZVPD.

**LUMO**: -6.97 eV
**Kohn-Sham gap**: 9.21 eV
**Spin multiplicity**: 1
**ΔE to the lowest compared entry with this formula, charge and spin**: 202.8 kJ/mol
**HOMO**: -16.18 eV
**Electronic energy**: -24984.126 eV
**Charge**: +2

```
43
C5H28N2O8, DFT ωB97M-V/def2-TZVPD
C -0.49 0.32 1.61
O -1.91 0.39 1.84
C -0.43 0.35 0.08
C 1.01 -0.04 -0.31
C 1.14 -0.85 -1.58
C 0.92 -3.06 -2.41
N 0.99 -2.33 -1.37
N -0.81 1.68 -0.52
H -0.05 -0.52 2.18
H 0.13 1.12 1.94
H -2.27 -0.47 1.60
H -1.09 -0.39 -0.36
H 1.38 -0.74 0.46
H 1.68 0.86 -0.38
H 2.08 -0.84 -2.17
H 0.38 -0.54 -2.39
H 0.79 -4.12 -2.27
H 0.97 -2.72 -3.47
H 0.93 -2.75 -0.43
H -0.94 1.66 -1.57
H -1.65 2.11 -0.09
H 0.02 2.30 -0.39
H -1.84 3.46 3.39
H -0.40 2.97 3.71
O -0.98 3.27 3.00
H -1.61 -4.77 -0.53
H -0.23 -5.34 -0.34
O -0.69 -4.50 -0.54
H 3.22 1.38 1.81
H 2.85 0.74 3.00
O 2.68 0.60 2.05
H -0.55 2.58 -3.76
H -0.13 1.14 -3.67
O -0.12 1.96 -3.15
H -3.35 0.36 -2.16
H -2.60 -0.60 -2.92
O -2.43 0.04 -2.21
H 2.08 -2.84 2.81
H 0.83 -3.37 2.22
O 1.47 -2.64 2.09
H -0.34 4.12 1.57
H 0.16 4.93 0.47
O 0.15 3.99 0.72
```

Atomic partial charges in e from the Mulliken method, atoms 1 to 6: C -0.73; O -0.55; C 0.01; C -0.70; C -1.04; C -0.07



# 4
This record from OMol25 describes a 9-piece molecular cluster, C5H28N2O9 overall in a non-equilibrium geometry. The level of theory is ωB97M-V/def2-TZVPD.

**Structure (SMILES)**: CNC[C@@H](N)CC=O.O.O.O.O.O.O.O.O
**LUMO**: 0.17 eV
**Kohn-Sham gap**: 9.18 eV
**Spin multiplicity**: 1
**ΔE to the lowest compared entry with this formula, charge and spin**: 532.1 kJ/mol
**HOMO**: -9.02 eV
**Electronic energy**: -27044.531 eV

```
44
C5H28N2O9, DFT ωB97M-V/def2-TZVPD
N -1.04 -0.88 -1.01
C -1.01 -0.59 0.46
C -0.66 -1.87 1.27
C -1.90 -2.56 1.77
O -2.76 -2.81 1.00
C 0.12 0.40 0.60
N -0.29 1.49 1.50
C 0.65 2.72 1.31
H -1.76 -0.28 -1.44
H -1.33 -1.88 -1.13
H -1.98 -0.23 0.86
H 0.10 -1.75 2.01
H -0.29 -2.58 0.50
H -2.11 -2.81 2.81
H 1.09 -0.17 1.05
H 0.59 0.82 -0.35
H -0.35 1.29 2.50
H 0.51 3.07 0.28
H 0.21 3.45 1.95
H 1.65 2.40 1.57
H -2.48 2.39 2.46
H -2.51 0.98 2.97
O -2.00 1.84 3.17
H -1.94 3.66 0.28
H -1.91 2.08 0.65
O -2.26 2.77 -0.01
H 1.91 -3.16 -1.77
H 2.44 -1.89 -2.47
O 2.74 -2.68 -1.93
H 3.55 -0.20 2.68
H 3.40 0.67 1.45
O 3.68 0.73 2.35
H 0.69 -1.34 -4.02
H 0.26 -0.94 -2.47
O 0.77 -1.50 -3.09
H 0.24 1.80 -3.28
H 1.60 1.35 -3.51
O 0.75 1.06 -3.51
H -1.93 2.48 -1.68
H -2.12 2.10 -3.20
O -1.48 2.17 -2.52
H 4.21 -1.58 -0.14
H 2.65 -1.86 -0.54
O 3.26 -1.67 0.30
```

Atomic partial charges in e from the Mulliken method, atoms 1 to 6: N -0.43; C 0.43; C -0.69; C -0.28; O -0.45; C -0.66



# 5
This record from OMol25 describes a 9-piece molecular cluster, C5H29N2O9 overall in a non-equilibrium geometry. The level of theory is ωB97M-V/def2-TZVPD.

**LUMO**: 3.13 eV
**Kohn-Sham gap**: 9.58 eV
**Spin multiplicity**: 1
**ΔE to the lowest compared entry with this formula, charge and spin**: 247.1 kJ/mol
**HOMO**: -6.45 eV
**Electronic energy**: -27064.004 eV
**Charge**: -1

```
45
C5H29N2O9, DFT ωB97M-V/def2-TZVPD
C -3.33 0.20 0.28
O -2.74 0.53 -0.96
C -2.44 -0.65 1.19
C -1.52 -1.69 0.56
C -0.72 -2.59 1.51
C 0.59 -3.22 0.94
N 1.82 -2.72 1.42
N -1.78 0.19 2.25
H -4.25 -0.34 -0.03
H -3.58 1.08 0.86
H -3.26 -1.12 1.78
H -0.79 -1.23 -0.10
H -2.30 -2.09 -0.21
H -1.42 -3.35 1.76
H -0.40 -2.05 2.47
H 0.51 -4.29 0.84
H 0.48 -2.97 -0.19
H 1.92 -2.58 2.41
H 1.83 -1.74 1.24
H -0.90 -0.28 2.56
H -1.30 0.91 1.65
H 0.18 2.37 0.08
H 1.08 2.96 1.65
O 0.77 2.15 1.27
H 1.83 -1.84 -1.29
H 2.76 -3.15 -1.35
O 2.18 -2.57 -1.82
H 1.13 0.84 -0.98
H 0.20 0.25 0.17
O 0.70 0.05 -0.61
H 0.42 2.64 -3.37
H 0.26 2.37 -1.90
O 0.95 2.75 -2.52
H 2.15 0.63 1.86
H 1.06 0.25 2.74
O 1.95 -0.10 2.48
H -2.02 1.17 -0.80
H -1.01 3.28 -0.98
O -0.71 2.45 -0.66
H 2.57 2.16 0.23
H 2.82 2.33 -1.38
O 3.19 2.27 -0.49
H -1.17 0.95 -2.95
H 0.15 0.50 -3.44
O -0.64 0.96 -3.74
```

Atomic partial charges in e from the Mulliken method, atoms 1 to 6: C -1.01; O -0.48; C 0.33; C 0.13; C -0.49; C -0.62



# 6
This record from OMol25 describes a 9-piece molecular cluster, C5H29N2O9 overall in a non-equilibrium geometry. The level of theory is ωB97M-V/def2-TZVPD.

**LUMO**: -2.16 eV
**Kohn-Sham gap**: 10.10 eV
**Spin multiplicity**: 1
**ΔE to the lowest compared entry with this formula, charge and spin**: 413.7 kJ/mol
**HOMO**: -12.25 eV
**Electronic energy**: -27055.858 eV
**Charge**: +1

```
45
C5H29N2O9, DFT ωB97M-V/def2-TZVPD
O 0.19 0.46 2.40
C 0.23 0.05 1.25
N -0.61 -0.93 0.79
C -0.31 -1.64 -0.40
C 1.32 0.44 0.27
N 2.26 1.33 1.08
C 3.30 2.21 0.20
C 4.49 1.30 -0.19
H -1.60 -0.95 1.05
H -0.09 -1.12 -1.37
H 0.54 -2.28 -0.15
H -1.31 -2.20 -0.52
H 1.91 -0.36 -0.30
H 0.88 1.06 -0.54
H 2.81 0.76 1.56
H 1.74 1.99 1.64
H 2.57 2.58 -0.61
H 3.32 3.03 0.79
H 5.15 1.03 0.64
H 5.21 1.79 -0.91
H 4.18 0.35 -0.59
H 0.04 2.80 2.70
H 0.83 4.06 2.72
O 0.77 3.20 2.23
H -3.43 -2.68 -2.35
H -2.76 -3.70 -3.24
O -2.58 -2.83 -2.86
H 0.94 1.46 -3.28
H 0.04 0.25 -3.03
O 0.80 0.80 -2.54
H 3.36 -1.57 2.76
H 4.84 -0.91 2.86
O 4.07 -0.97 2.26
H -1.58 -1.21 -3.91
H -2.13 -0.16 -3.12
O -1.38 -0.67 -3.19
H -4.85 0.32 -3.47
H -4.64 0.06 -2.03
O -5.12 -0.27 -2.76
H -2.49 -0.94 4.46
H -3.91 -0.32 4.31
O -3.15 -0.78 3.78
H -5.14 -1.04 0.39
H -4.32 -2.07 0.99
O -4.37 -1.71 0.21
```

Atomic partial charges in e from the Mulliken method, atoms 1 to 6: O -0.70; C 0.45; N -0.06; C -0.68; C -0.66; N -0.08



LUMO of number 3 (C5H28N2O8)? -6.97 eV



The highest ΔE to the lowest compared entry with this formula, charge and spin belongs to which entry? C5H28N2O9



What is the electronic energy in the third record? -24984.126 eV



Which formula does entry 6 have? C5H29N2O9